Molecular formula: C14H17ClN3O4PdS2
Method: DFT, ωB97M-V/def2-TZVPD

- E_LUMO (eV) = -5.6
- highest occupied orbital energy (eV) = -12.04
- strongest force on any atom (eV Å⁻¹) = 0.53
- frontier orbital gap (eV) = 6.41
- charge = +1
- total energy (Ha) = -2393.042957

Each line ends with the natural charge from an NBO analysis.
Positions of all 42 atoms, in Å:
1 Pd 0.824 -1.674 -0.530  1.054
2 Cl 3.626 -2.338 -0.694  0.122
3 S -0.639 -2.336 -2.167  0.552
4 S 0.137 -2.288 1.732  2.502
5 O -0.100 -2.972 2.942  -0.849
6 O 1.358 -1.414 1.623  -0.931
7 O -0.971 -1.516 1.104  -1.017
8 O 0.498 -3.289 0.536  -0.859
9 N 1.115 0.270 -1.192  -0.488
10 N -0.074 0.703 3.953  -0.427
11 N 0.394 1.992 2.015  -0.482
12 C -1.854 -1.017 -2.226  -0.762
13 C 2.264 0.750 -1.688  0.048
14 C 0.321 2.497 -0.838  -0.051
15 C -0.754 3.379 -0.330  -0.192
16 C 2.476 2.106 -1.816  -0.222
17 C -0.886 2.384 1.968  0.179
18 C 0.732 1.178 3.007  0.274
19 C -1.341 1.096 3.895  0.096
20 C 2.239 -2.649 -1.645  -0.388
21 C -1.806 1.956 2.914  -0.286
22 C 1.493 2.989 -1.396  -0.104
23 C -1.597 -3.618 -1.349  -0.747
24 C -1.295 3.306 0.885  -0.172
25 C 0.175 1.121 -0.768  0.063
26 H -0.959 -4.484 -1.209  0.270
27 H 1.649 4.057 -1.472  0.243
28 H -1.394 -0.139 -2.672  0.256
29 H 2.266 -2.209 -2.636  0.225
30 H -1.118 4.129 -1.023  0.232
31 H -2.411 -3.854 -2.036  0.250
32 H 1.940 -3.691 -1.598  0.241
33 H -0.701 0.688 -0.299  0.235
34 H -2.109 3.982 1.121  0.231
35 H -2.232 -0.814 -1.226  0.262
36 H -2.005 0.715 4.663  0.210
37 H -2.837 2.279 2.890  0.231
38 H 3.011 0.030 -1.990  0.216
39 H -1.960 -3.248 -0.393  0.277
40 H 3.412 2.459 -2.225  0.250
41 H 1.767 0.861 3.044  0.195
42 H -2.654 -1.377 -2.872  0.263